(1)
Molecular formula: C46H53Cl2N4OPS4W
Method: DFT, the ωB97M-V functional and the def2-TZVPD basis

Each line ends with the Mulliken charge.
Positions of all 112 atoms, in Å:
W1 -1.15970 -1.16723 -0.20644  0.0844
C1 -1.88940 -3.60910 2.97505  -0.5221
C2 -0.58972 -3.01565 3.50412  -1.1534
C3 0.32200 -2.43132 2.43434  -0.9999
N1 -0.35430 -1.44179 1.58583  0.4598
C4 0.21526 -0.26582 1.27684  -1.0660
C5 1.61412 0.30066 1.32538  0.4166
C6 1.97816 0.74626 2.79258  -0.3683
C7 0.96723 0.36025 3.85258  -1.3353
C8 -0.27917 0.81294 3.77662  -1.0273
C9 -0.69481 1.73330 2.65640  0.0930
C10 -0.53597 1.04175 1.25462  -0.6011
N2 -1.68639 0.67648 0.53926  0.1254
C11 -2.69763 1.71040 0.31923  -0.9288
C12 -3.96936 1.15671 -0.28746  -0.8800
C13 -3.57499 0.26460 -1.44863  -0.7579
N3 -3.05306 -1.01373 -0.95434  0.5734
C14 -3.91818 -2.04492 -0.80869  1.5653
C15 -5.29731 -1.89344 -0.99221  -0.5591
C16 -6.32350 -2.82339 -1.02559  -0.8810
C17 -6.25408 -4.20133 -0.94666  -0.5959
C18 -5.11207 -4.94632 -0.71696  -0.8970
C19 -3.82463 -4.52626 -0.42682  -1.0294
C20 -3.25961 -3.24668 -0.35849  0.9344
N4 -1.98658 -3.03312 0.05524  0.4078
C21 -1.24120 -4.19982 0.55238  -1.4596
C22 -1.69662 -4.70205 1.92657  -0.7675
H1 -2.51861 -2.81325 2.56640  0.1680
H2 -2.44174 -4.02658 3.81813  0.4543
H3 -0.02410 -3.78593 4.03570  0.4577
H4 -0.81925 -2.23589 4.23492  0.3359
H5 0.77474 -3.20733 1.81969  0.6401
H6 1.15322 -1.91739 2.91823  0.6532
H7 2.42442 -0.25747 0.86107  1.0796
H8 2.95811 0.34950 3.06603  1.3932
H9 1.29775 -0.24385 4.68749  0.4326
H10 -1.00785 0.57120 4.54060  0.4057
H11 -1.73314 2.02857 2.79024  0.8595
H12 -2.28023 2.46487 -0.35386  0.2382
H13 -2.93457 2.20220 1.26623  0.5812
H14 -4.59374 1.98387 -0.62719  0.4687
H15 -4.54174 0.58751 0.45067  0.3710
H16 -2.79001 0.76739 -2.00547  -0.8631
H17 -4.38355 0.09412 -2.15699  0.9354
H18 -5.63527 -0.87727 -1.12677  0.4681
H19 -7.31147 -2.40342 -1.17253  0.4083
H20 -7.17850 -4.75003 -1.07242  0.3957
H21 -5.24605 -6.02174 -0.71806  0.4086
H22 -3.14758 -5.33975 -0.22151  0.3856
H23 -0.19435 -3.93442 0.54655  0.2971
H24 -1.31002 -4.99966 -0.18891  0.5791
H25 -0.95882 -5.43100 2.27451  0.5249
H26 -2.63456 -5.25147 1.83049  0.4503
Cl1 -1.45446 -2.61554 -3.12613  -0.0581
C23 0.20526 -2.58222 -3.63987  0.7109
C24 0.46920 -2.84438 -4.97303  -0.7047
C25 1.77556 -2.79854 -5.42677  -0.5648
C26 2.80135 -2.48880 -4.54839  -0.7533
C27 2.51487 -2.23218 -3.21925  0.3029
Cl2 3.83710 -1.84482 -2.16917  -0.1487
C28 1.20388 -2.27233 -2.71693  -0.3398
S1 0.96527 -2.06893 -0.98965  -0.1386
H27 -0.34745 -3.08535 -5.63952  0.5055
H28 1.99566 -3.00816 -6.46425  0.4375
H29 3.82867 -2.44964 -4.88199  0.4798
S2 0.19662 3.34333 2.89018  -0.4092
P1 2.12695 2.57918 2.98282  1.2368
S3 0.97502 1.71250 0.32251  -0.1879
C29 3.24860 3.27482 1.77731  0.5799
C30 4.29609 2.49524 1.28999  0.1258
C31 5.22246 3.05968 0.42634  -1.0084
C32 5.10039 4.39023 0.05055  -0.4618
C33 4.05381 5.16301 0.53742  -0.8043
C34 3.12640 4.61128 1.40631  -0.5437
C35 2.78413 2.93360 4.61048  0.9105
C36 1.95480 2.96292 5.73224  -0.3791
C37 2.50237 3.19185 6.98333  -0.8747
C38 3.86928 3.39341 7.12013  -0.5212
C39 4.69595 3.37241 6.00547  -0.8036
C40 4.15935 3.14608 4.74843  -0.5544
H30 4.40515 1.45653 1.57953  0.3548
H31 6.03954 2.45923 0.04920  0.4826
H32 5.82511 4.82855 -0.62237  0.4741
H33 3.96107 6.20012 0.24500  0.4614
H34 2.31183 5.21842 1.78179  0.5226
H35 0.88700 2.82796 5.62791  0.3744
H36 1.85799 3.22429 7.85122  0.4352
H37 4.28986 3.58000 8.09918  0.4075
H38 5.75855 3.54307 6.11053  0.4492
H39 4.80912 3.15168 3.88341  0.3282
C41 3.35392 2.58894 -3.12421  -1.2610
C42 1.83650 2.45938 -3.13498  -0.2304
C43 1.43309 1.00993 -2.90665  -1.2283
S4 -0.36072 0.83467 -2.65311  1.1561
O1 -0.92952 2.13722 -2.21857  -0.5975
C44 -0.79812 0.67510 -4.40407  -0.9926
C45 -2.29896 0.68124 -4.64724  0.1929
C46 -2.60052 0.64895 -6.14125  -1.6196
H40 3.65782 3.62117 -3.29666  0.4403
H41 3.81628 1.97001 -3.89520  0.3520
H42 3.75921 2.27558 -2.15890  0.1399
H43 1.42778 2.81847 -4.08175  0.3386
H44 1.38872 3.08281 -2.36053  0.2898
H45 1.93208 0.59286 -2.03126  0.0818
H46 1.67416 0.37897 -3.76357  0.9682
H47 -0.33185 -0.23973 -4.77120  0.1977
H48 -0.31846 1.52846 -4.89064  0.6380
H49 -2.73194 1.57539 -4.19409  0.3868
H50 -2.74739 -0.18744 -4.15989  -0.0752
H51 -2.17755 1.51925 -6.64492  0.3783
H52 -3.67458 0.65024 -6.32254  0.4405
H53 -2.18389 -0.24422 -6.61073  0.3211

* HOMO-LUMO gap: 0.237 Ha
* electronic energy: -136057.3496 eV
* ΔE to the lowest compared entry with this formula, charge and spin: 192.4 kJ/mol
* charge: +2

(2)
Molecular formula: C3H4NOS2
Method: DFT, the ωB97M-V functional and the def2-TZVPD basis

Each line ends with the natural charge from an NBO analysis.
Positions of all 11 atoms, in Å:
C1 0.90669 -0.47186 0.06785  0.1119
C2 -1.66261 0.20861 -0.21300  0.3837
C3 -0.08606 -0.14264 1.01290  -0.6156
N1 1.45001 0.55726 -0.66345  -0.8125
O1 -1.36141 1.05886 -1.00002  -0.6426
S1 -2.93435 -0.67070 0.23425  -0.2833
S2 1.42403 -2.03207 -0.23962  -0.3562
H1 -0.42057 -0.93740 1.66207  0.2328
H2 -0.06700 0.84382 1.45382  0.2048
H3 0.81937 1.33631 -0.81709  0.3945
H4 1.93191 0.24982 -1.49770  0.3826

* HOMO-LUMO gap: 0.267 Ha
* electronic energy: -28385.4113 eV
* ΔE to the lowest compared entry with this formula, charge and spin: 22.8 kJ/mol
* charge: -1

(3)
Molecular formula: C3H4ClI
Method: DFT, the ωB97M-V functional and the def2-TZVPD basis

Each line ends with the natural charge from an NBO analysis.
Positions of all 9 atoms, in Å:
C1 0.04728 -0.57072 -0.08963  -0.6786
C2 1.27694 0.30760 0.09599  -0.0908
I1 3.15460 -0.77388 0.04246  0.0914
C3 1.31488 1.64502 0.06756  -0.2941
Cl1 2.72701 2.62053 -0.00996  0.0361
H1 -0.16401 -0.77852 -1.15067  0.2327
H2 -0.71576 0.12472 0.28052  0.2311
H3 0.23676 -1.65181 0.28075  0.2492
H4 0.33558 2.13218 0.07897  0.2231

* SMILES: C/C(I)=C/Cl
* HOMO-LUMO gap: 0.350 Ha
* electronic energy: -23797.8221 eV
* ΔE to the lowest compared entry with this formula, charge and spin: 5.1 kJ/mol

(4)
Molecular formula: CH7N2O
Method: DFT, the ωB97M-V functional and the def2-TZVPD basis

Each line ends with the Mulliken spin population.
Positions of all 11 atoms, in Å:
N1 -0.70869 -1.12219 -0.75767  0.1236
C1 -0.26568 -0.53723 0.36553  0.7882
N2 0.96716 -0.81895 0.77053  0.0947
H1 -0.02835 -1.96281 -1.12666  0.0232
H2 -1.56737 -0.80196 -1.22599  -0.0047
H3 -0.86143 0.16951 1.06992  -0.0455
H4 1.40750 -0.62953 1.60880  0.0025
H5 1.63132 -1.45218 0.18540  0.0125
H6 0.09572 2.39763 -1.00059  -0.0002
H7 -0.52219 2.71679 0.25231  0.0086
O1 -0.14800 2.04090 -0.14158  -0.0028

* expectation value of S²: 0.75
* HOMO-LUMO gap (alpha / beta): 0.165 / 0.357 Ha
* electronic energy: -6174.6196 eV
* multiplicity: 2
* ΔE to the lowest compared entry with this formula, charge and spin: 160.9 kJ/mol

Q: The highest electronic energy belongs to which entry?
A: CH7N2O